1.
Molecular formula: C25H36BF8I2N3O5P
Method: DFT, wB97M-V/def2-TZVPD

ORCA input file:
```
! RIJCOSX wB97M-V def2-TZVPD def2/J DEFGRID3
* xyz 1 1
I -0.8636 2.8659 -5.5077
I -0.0996 4.8057 -1.9503
P 1.1883 -1.1942 -0.9603
F 0.0891 -4.9472 4.6158
F -1.3270 -5.8000 2.3570
F 0.7193 -1.9833 6.1294
F -2.5021 -5.0252 4.0362
F -1.3843 -2.8272 5.2790
F 0.5654 -4.0699 2.6606
F 1.8659 -2.7511 4.4436
F -1.1029 -1.9260 3.3121
O 0.9336 3.2867 0.7044
O 3.0417 1.2682 -4.9447
O 1.6305 -0.4390 3.1118
O -3.0494 1.4819 -0.1176
O 0.4301 -0.0569 -3.8500
N 1.2433 1.8735 -2.2907
N -0.9107 2.0412 0.3660
N 1.7963 2.5507 -3.3716
C -0.2428 3.1196 0.9379
C 1.1108 -2.2810 0.5076
C 1.9636 1.3259 -1.3841
C -0.2396 1.1729 -0.5961
C -1.9030 3.1348 -3.6656
C -2.4344 -0.8851 -4.3755
C 1.9246 0.7069 1.0271
C -2.5630 1.3834 2.1963
C 0.9453 -0.5612 4.3333
C 0.7943 -2.0105 4.7775
C -2.2381 1.6454 0.7540
C -1.1206 2.9313 -2.3439
C 2.7817 -1.4814 -1.8232
C 4.1496 -1.0941 -1.2306
C 1.0266 0.5087 2.2433
C -0.5140 -2.7167 4.2635
C -1.9492 -0.3970 -2.9855
C -0.3510 -4.1241 3.6555
C 1.2013 0.6167 -0.3458
C -0.2363 1.6870 -2.1121
C 2.4172 1.8761 -4.1997
C -3.2629 2.4088 -3.7155
C -1.6591 -4.6856 3.0502
C -1.0485 4.0819 1.7627
C 2.4415 -2.7517 1.1343
B -0.6003 0.3764 -3.0282
H 2.6652 -0.0950 1.0687
H -1.9039 2.9110 -1.5876
H 1.5128 -0.0673 5.1285
H 3.0445 1.3553 -1.4111
H -2.0805 -1.8965 -4.5712
H -3.2374 1.5249 -4.3447
H 2.7744 -2.5499 -2.0546
H -3.4667 1.9458 2.4340
H 0.4550 -1.8539 1.2697
H 4.1396 -0.1591 -0.6714
H 4.5475 -1.8735 -0.5841
H -2.0198 4.2973 1.3188
H 0.5768 -3.1580 0.1318
H 0.0438 0.1186 1.9517
H 4.8706 -0.9673 -2.0420
H -2.7430 0.1011 -2.4302
H 0.1344 -0.1264 -4.7687
H -2.1198 -0.2275 -5.1877
H -2.1462 4.1943 -3.6820
H 3.2533 -2.0507 0.9671
H -1.7725 1.7054 2.8696
H -2.7623 0.3199 2.3199
H -0.0480 -0.1087 4.3082
H 2.4829 1.6333 1.1345
H 2.3503 -2.8996 2.2084
H 2.6429 -0.9806 -2.7871
H 2.7433 -3.7038 0.6933
H -1.1835 3.7057 2.7781
H -2.1283 -3.9879 2.3551
H -3.6035 2.1531 -2.7128
H -0.4683 5.0005 1.8362
H 0.8926 1.4632 2.7617
H -1.7187 -1.2952 -2.3957
H -3.9930 3.0835 -4.1632
H -0.8681 0.2776 -0.6160
H -3.5240 -0.9312 -4.3860
*
```

Properties
Kohn-Sham gap ... 8.126 eV
LUMO level ... -3.31 eV
HOMO level ... -11.4319 eV
SMILES ... CCB(O)[C@@]1([C@@H](I)[C@H](C)I)[C@H](N(C(C)=O)C(C)=O)[C@@](CCOCC(F)(F)C(F)(F)C(F)(F)C(F)F)(P(CC)CC)C=[N+]1N=C=O

---

2.
Molecular formula: C25H36ClN3O2
Method: DFT, wB97M-V/def2-TZVPD

ORCA input file:
```
! RIJCOSX wB97M-V def2-TZVPD def2/J DEFGRID3
* xyz 0 1
Cl 5.2743 -2.8592 -0.8131
O -5.4530 0.5672 -0.2635
O 1.4005 2.5659 -0.1115
N -2.7014 0.5812 0.0693
N -1.1236 -3.4521 0.3148
N -1.4361 3.1813 0.0511
C -5.1613 1.2237 -1.4673
C 2.6702 2.3728 0.3269
C 5.2680 -0.3082 0.0674
C -0.5039 -2.4088 1.0898
C 0.9805 3.7662 0.3342
C 3.0684 3.4708 1.0487
C -1.4374 2.3533 -1.1404
C 4.5231 -1.3363 -0.4916
C -1.8189 -0.5931 -0.0120
C -2.6143 1.4294 1.2471
C 3.1826 -1.1545 -0.7950
C -1.6682 -5.8225 0.2624
C -2.6457 1.4000 -1.1443
C 3.3182 1.1123 0.0333
C -0.4227 4.2187 0.0395
C 2.5900 0.0638 -0.5345
C -1.6610 -2.9426 -0.9236
C -1.3968 2.3560 1.2445
C 1.9748 4.3623 1.0586
C -1.8450 -4.4991 1.0155
C -2.5587 -1.7052 -0.7681
C 4.6675 0.9066 0.3283
C -3.9573 2.1652 -1.3701
C -3.3363 -4.2495 1.2797
C -1.3829 -1.1692 1.3339
H -2.2589 -1.4450 1.9226
H -3.7406 -5.0743 1.8623
H -2.5189 0.7196 -1.9942
H 4.0138 3.6197 1.5278
H -2.0189 -6.6498 0.8738
H 2.6131 -1.9623 -1.2281
H -2.8562 -1.3648 -1.7610
H 6.3110 -0.4627 0.2952
H -0.4742 1.7526 1.2987
H -2.2099 -3.7360 -1.4302
H -1.4299 3.0105 2.1194
H 0.3950 -2.0849 0.5469
H 1.9291 5.3188 1.5377
H -3.4901 -3.3322 1.8421
H -4.1156 2.8867 -0.5701
H -1.3442 -4.6041 1.9854
H -3.8917 -4.1902 0.3471
H -0.1799 -2.8208 2.0478
H -3.8737 2.7174 -2.3074
H -3.4648 -1.9546 -0.2167
H -0.9000 -0.3462 -0.5718
H 1.5465 0.2118 -0.7671
H -0.4585 4.7052 -0.9418
H -0.7928 -0.4484 1.9016
H -0.6918 4.9659 0.7934
H -0.5138 1.7572 -1.2220
H -0.8086 -2.6682 -1.5607
H -1.4941 3.0051 -2.0156
H -3.5162 2.0455 1.2710
H -0.6182 -5.9764 0.0300
H -4.9758 0.4864 -2.2663
H -4.6029 0.2271 0.0693
H -2.2320 -5.8233 -0.6668
H -6.0581 1.7915 -1.7322
H 5.2483 1.7058 0.7602
H -2.6157 0.8125 2.1446
*
```

Properties
Kohn-Sham gap ... 8.426 eV
LUMO level ... 0.48 eV
Energy above the lowest of the compared OMol25 structures with the same formula, charge and spin ... 22.1 kJ/mol
HOMO level ... -7.9447 eV
SMILES ... CC(C)N1CCC(N2CCN(Cc3ccc(-c4ccc(Cl)cc4)o3)C[C@@H]2CCO)CC1

---

3.
Molecular formula: C25H36CoN5Si
Method: DFT, wB97M-V/def2-TZVPD

ORCA input file:
```
! RIJCOSX wB97M-V def2-TZVPD def2/J DEFGRID3
* xyz 1 4
Co 0.5636 -0.0238 0.4694
Si -1.3284 -1.0320 -0.4031
N 1.7885 -1.2305 1.9438
N 4.3850 0.0377 -0.3464
N -0.2002 0.8007 4.3098
N 0.2896 1.0835 2.1565
N 2.1769 0.1176 -0.5712
C 4.1112 0.3290 -1.6894
C 0.4036 0.2866 3.2143
C -3.9722 0.0338 -0.9073
C -1.2328 4.4092 4.2204
C -1.1737 3.1628 4.8277
C 1.1294 -1.0563 3.2836
C -0.3369 2.2573 2.6498
C -2.2865 -1.6108 1.0820
C -1.8887 -3.7265 -0.9939
C -0.4870 3.4979 2.0274
C 2.9235 0.7203 -4.1801
C -2.0847 1.7026 -0.3940
C -0.9662 -2.5758 -1.4874
C 2.1063 0.6530 -3.0680
C -1.3327 -2.3970 -2.9736
C 3.2002 -0.1324 0.2623
C 2.7343 0.3805 -1.8058
C -2.4543 0.3875 -1.1531
C -0.7066 2.0917 4.0038
C 4.3344 0.7143 -4.0464
C 0.4627 -3.0660 -1.3808
C 3.0701 -0.5575 1.7008
C -2.3079 0.6335 -2.6840
C 4.9508 0.5494 -2.7614
C -0.9447 4.5449 2.8115
H 0.3645 -1.8684 3.4140
H -2.9375 -3.4733 -1.1960
H 1.8260 -1.0862 4.1223
H -1.0331 5.5334 2.4113
H 0.5565 -4.0450 -1.7845
H -2.1365 1.5531 0.6757
H 2.5161 0.8855 -5.1606
H 1.1146 -2.3673 -1.9592
H 1.9625 -2.2361 1.7650
H -2.7527 -0.2105 -3.1975
H 6.0304 0.5669 -2.6477
H -4.2260 -0.9492 -1.2527
H -1.5006 5.2695 4.7912
H -1.1141 2.0381 -0.6849
H -0.2787 3.6313 0.9667
H -1.3107 0.7019 -3.0583
H -3.3874 -1.8194 0.9967
H 1.0654 0.9022 -3.1691
H -2.7634 1.5732 -3.0239
H -1.8146 -2.4660 1.5896
H -0.3141 0.3105 5.1786
H 5.2890 -0.3240 0.0723
H -2.7352 2.4838 -0.7133
H -2.4313 -2.5057 -3.2375
H -1.6551 -4.6562 -1.5196
H -0.9625 -1.4227 -3.3401
H 0.8277 -3.1814 -0.3523
H -4.5646 0.6898 -1.5517
H 3.1516 0.3336 2.3284
H 3.9486 -1.1229 2.0148
H -2.1553 -0.7596 1.8335
H -4.2345 0.2250 0.1042
H -0.8112 -3.1987 -3.4884
H -1.5286 2.9916 5.8414
H -1.8668 -3.8616 0.0980
H 4.9348 0.8795 -4.9839
*
```

Properties
Kohn-Sham gap (spin up / spin down) ... 7.160 / 8.184 eV
LUMO level (spin up / spin down) ... -2.40 / -2.41 eV
<S²> ... 3.76
HOMO level (spin up / spin down) ... -9.5575 / -10.5973 eV